The following is a DFT calculation (the ωB97M-V functional and the def2-TZVPD basis) of a 3-piece molecular cluster, C5H12O3 overall at a distorted geometry.

XYZ file:
```
20
Properties=species:S:1:pos:R:3:forces:R:3
C -0.746999 0.652353 -2.284355 0.7007 -0.0519 1.7231
C 0.042827 0.801340 -1.218230 0.1269 0.5252 0.3317
C -0.381074 0.419293 0.133954 -0.0413 -2.0202 1.7125
C 0.111121 -0.613399 0.887499 1.7154 1.6431 -2.3878
C -0.568722 -1.171274 2.003024 -2.6136 1.9310 3.0985
O -1.968000 -1.187391 1.697818 -1.0107 -1.6547 -1.2669
H -1.657296 0.108861 -2.346730 -0.7480 -0.3926 0.7328
H -0.535198 1.107844 -3.177767 1.0552 0.8738 -2.1573
H 1.025023 1.306687 -1.197679 -0.5985 0.0108 -0.6930
H -1.253495 0.954993 0.580669 0.5191 -0.6651 -0.6622
H 1.061960 -1.151967 0.796310 -0.0046 0.5451 -1.2190
H -0.526994 -0.389432 2.906845 0.0850 -1.9780 -1.4183
H -0.224192 -2.160555 2.297589 0.2154 0.0757 0.1781
H -2.119023 -1.697158 0.822947 0.6075 1.2783 2.1016
O 1.202747 -2.149205 -2.200467 1.8441 2.0640 1.6386
H 1.773659 -1.269711 -1.947361 -2.3229 -3.5669 -0.5363
H 1.095765 -2.723264 -1.389485 0.4635 1.3901 -1.1570
O 1.617320 3.108673 0.918972 -1.3805 0.9395 -0.4735
H 1.317089 4.042324 0.914888 0.1357 -0.8816 -0.0623
H 2.483237 3.164896 1.277837 1.2517 -0.0656 0.5167
```
Forces are in eV/Å.

Output
SMILES string   C=C/C=C/CO.O.O
HOMO energy   -8.798 eV

=====

The following is a DFT calculation (the ωB97M-V functional and the def2-TZVPD basis) of an isolated ion of composition C4H13N2O and charge +1 at a distorted geometry.

XYZ file:
```
20
Properties=species:S:1:pos:R:3:forces:R:3
N -0.312181 -0.956171 -1.656812 -1.0511 -0.4850 0.7962
C -1.489982 -0.188877 -1.052394 1.8669 0.3362 0.3139
C -0.880556 1.174035 -0.622628 -2.0088 1.0766 0.6670
N 0.449486 1.106595 -0.044876 -0.3542 -0.0366 -0.7497
C 0.507133 0.639771 1.352373 0.1124 0.3229 -0.0612
C 1.583451 -0.447274 1.445605 0.4914 0.4871 0.1781
O 1.139286 -1.676216 0.845094 -0.1789 0.6484 -0.4939
H -0.611713 -1.928983 -1.749015 0.2571 0.1100 -0.8127
H 0.473444 -0.997757 -0.983288 0.0053 0.3695 0.1581
H -0.022470 -0.491258 -2.510677 0.1706 -0.4141 -0.3049
H -2.317544 -0.204708 -1.770359 0.3061 0.3754 0.2381
H -1.762376 -0.733198 -0.156224 -0.1785 -0.2454 0.0109
H -0.933779 1.939661 -1.414517 0.3781 -0.6113 -0.0832
H -1.582779 1.605266 0.132923 0.0824 -0.3789 -0.4338
H 0.814675 2.039463 -0.186362 0.4987 -0.1998 0.3534
H 0.663809 1.461521 2.060431 0.4372 -0.0425 -0.1792
H -0.498111 0.318216 1.611277 -0.1011 -0.6142 0.1970
H 1.959007 -0.690410 2.449746 -0.3558 0.3987 -0.0849
H 2.439111 -0.027982 0.871719 -0.4418 -0.7419 0.2306
H 0.382088 -1.941687 1.377992 0.0639 -0.3550 0.0603
```
Forces are in eV/Å.

Output
Net charge   +1
SMILES string   [NH3+]CCNCCO
HOMO energy   -13.529 eV

=====

The following is a DFT calculation (the ωB97M-V functional and the def2-TZVPD basis) of C50H43NO2P2ReSSeSi as an isolated structure.

XYZ file:
```
102
Properties=species:S:1:pos:R:3:forces:R:3
Re 0.275511 -0.070426 -0.335664 0.0926 0.1809 -0.0289
C 2.538989 -2.923832 -1.166772 -0.0673 -0.0608 0.0206
Si 2.064307 -1.128020 -1.573347 0.0897 -0.1465 0.0283
C 3.655325 -0.210691 -1.086624 0.0169 0.0181 -0.0026
C 4.815968 -0.050882 -1.838478 -0.0209 -0.0202 -0.0093
C 5.933708 0.585681 -1.309908 -0.0023 -0.0049 -0.0078
C 5.915596 1.052856 -0.004241 -0.0019 -0.0006 0.0031
C 4.773670 0.890191 0.770686 0.0213 -0.0014 0.0105
C 3.650179 0.273157 0.234403 0.0520 0.0510 0.0280
P 2.108407 0.048258 1.209493 0.0396 0.0605 0.0684
C 2.454418 -1.471983 2.175970 -0.0716 -0.0162 0.0292
C 3.643214 -2.187492 2.068791 -0.0417 -0.0030 -0.0115
C 3.817248 -3.371811 2.774890 0.0109 -0.0049 -0.0024
C 2.810250 -3.850853 3.598604 0.0045 -0.0105 0.0101
C 1.625559 -3.135822 3.726348 -0.0002 0.0281 -0.0182
C 1.451486 -1.955733 3.019831 0.0131 0.0230 -0.0017
C 2.199136 1.357225 2.501487 0.0174 0.0022 -0.0224
C 2.064116 2.690626 2.106799 -0.0030 -0.0342 0.0293
C 2.108776 3.713111 3.041191 0.0081 0.0112 -0.0025
C 2.279334 3.421604 4.389119 0.0045 0.0095 0.0021
C 2.413578 2.102807 4.791921 0.0020 -0.0038 -0.0048
C 2.379634 1.077369 3.853580 -0.0019 0.0058 -0.0030
C 1.500202 -1.292601 -3.375631 -0.0123 0.0696 -0.0544
C 2.316478 -1.854077 -4.364366 0.0032 0.0282 0.0513
C 1.812546 -2.217323 -5.601968 -0.0266 0.0004 -0.0103
C 0.457399 -2.056652 -5.866395 0.0412 -0.0173 -0.0327
C -0.370151 -1.506698 -4.903463 -0.0661 0.0200 0.0353
C 0.139653 -1.102623 -3.668409 0.0111 0.0299 0.0351
P -0.953018 -0.229739 -2.451454 -0.0305 -0.1306 -0.1490
C -1.303217 1.343145 -3.324729 0.0397 -0.0007 -0.0145
C -0.693260 1.717307 -4.516529 -0.0124 0.0122 0.0330
C -0.997722 2.938735 -5.106685 -0.0144 0.0044 -0.0093
C -1.914412 3.792323 -4.513873 0.0142 -0.0030 0.0015
C -2.520851 3.426418 -3.317763 -0.0156 0.0069 0.0042
C -2.211435 2.214061 -2.726380 -0.0235 0.0118 0.0253
C -2.584522 -1.064202 -2.639088 0.0621 -0.0140 0.0411
C -3.510855 -0.710034 -3.620308 0.0130 0.0359 -0.0312
C -4.737279 -1.353716 -3.699263 -0.0246 -0.0374 0.0281
C -5.059044 -2.357517 -2.794848 -0.0083 0.0254 -0.0343
C -4.148924 -2.712871 -1.810507 0.0160 -0.0153 0.0318
C -2.922814 -2.068007 -1.733911 0.0456 0.0155 -0.0158
H 3.612062 -3.073732 -1.324203 -0.0405 -0.0006 -0.0564
H 1.993028 -3.615412 -1.814688 0.0049 0.0118 0.0845
H 2.313136 -3.171506 -0.127307 0.0698 0.0171 -0.0767
H 4.847998 -0.410036 -2.862864 0.0090 0.0155 0.0383
H 6.819293 0.720165 -1.920368 -0.0259 -0.0047 0.0159
H 6.783831 1.550788 0.410269 -0.0213 -0.0125 -0.0121
H 4.756902 1.263361 1.788920 -0.0031 -0.0088 -0.0189
H 4.430747 -1.830871 1.418520 0.0216 0.0029 -0.0103
H 4.744767 -3.922358 2.675388 -0.0176 0.0111 -0.0010
H 2.949295 -4.776399 4.144051 -0.0052 0.0184 -0.0066
H 0.836146 -3.496259 4.374916 0.0075 0.0040 -0.0042
H 0.534787 -1.386652 3.131906 0.0161 -0.0270 -0.0057
H 1.922720 2.922795 1.060263 -0.0069 0.0178 -0.0416
H 2.006195 4.741519 2.714467 0.0034 -0.0329 0.0044
H 2.314522 4.220516 5.120617 -0.0033 -0.0171 -0.0189
H 2.552426 1.865772 5.839680 -0.0019 -0.0056 -0.0199
H 2.499860 0.055512 4.185049 0.0109 -0.0019 0.0244
H 3.366278 -2.033626 -4.149535 -0.0413 0.0081 -0.0196
H 2.465455 -2.645208 -6.353101 -0.0031 0.0036 0.0116
H 0.047142 -2.360552 -6.821763 0.0083 0.0041 0.0164
H -1.425333 -1.383134 -5.119386 0.0228 -0.0009 0.0015
H 0.037574 1.070817 -4.981991 0.0058 -0.0107 -0.0084
H -0.509171 3.222584 -6.031035 -0.0096 -0.0081 0.0235
H -2.149318 4.744196 -4.974497 0.0051 -0.0212 0.0102
H -3.225769 4.095853 -2.839097 0.0143 -0.0180 -0.0062
H -2.651716 1.947363 -1.774330 0.0110 0.0101 -0.0099
H -3.279751 0.084813 -4.319741 -0.0155 -0.0261 0.0141
H -5.446462 -1.066974 -4.466126 0.0162 0.0003 0.0096
H -6.019167 -2.855085 -2.855733 0.0172 0.0058 0.0048
H -4.394099 -3.489353 -1.095344 0.0066 0.0171 -0.0169
H -2.210685 -2.336549 -0.967569 -0.0251 -0.0245 -0.0058
O -0.009493 -2.221582 -0.177441 -0.0770 -0.0651 0.1329
N -0.688762 -2.804999 0.813225 -0.0840 -0.0041 0.0593
C -0.571949 -4.148791 0.908250 0.0497 0.0426 -0.0696
C -1.265493 -4.846143 1.851441 -0.0494 -0.0642 0.0955
C -2.106594 -4.141692 2.724718 -0.0038 0.0436 -0.0273
C -2.202507 -2.779119 2.618498 -0.0161 -0.0624 0.0293
C -1.467622 -2.072671 1.647346 0.1256 0.1711 -0.1543
S -1.471091 -0.375267 1.483354 0.0585 -0.1289 -0.2115
H 0.102739 -4.583201 0.185900 -0.0009 0.0175 -0.0087
H -1.150945 -5.918370 1.909707 -0.0052 0.0145 -0.0045
H -2.676254 -4.667443 3.479865 0.0152 0.0030 -0.0119
H -2.835659 -2.201464 3.277138 0.0096 -0.0066 -0.0015
C -4.148521 1.960652 0.662756 -0.1076 -0.0228 0.0031
C -2.847632 2.537494 1.147263 0.2018 0.1069 0.2791
O -1.805994 2.326817 0.563710 -0.1679 0.1812 -0.1021
C -2.836551 3.351902 2.409245 0.0083 -0.0931 -0.0908
C -1.602674 3.621648 2.997682 0.0335 -0.0051 -0.0101
C -1.536023 4.346681 4.174157 -0.0395 0.0186 0.0274
C -2.703133 4.818920 4.765698 0.0350 -0.0096 -0.0041
C -3.933861 4.557447 4.181993 -0.0219 -0.0057 -0.0083
C -4.000769 3.816559 3.010060 -0.0753 0.0187 -0.0063
H -3.947029 1.215504 -0.102120 0.0119 -0.0244 -0.0300
H -4.781885 2.748933 0.246486 0.0032 -0.0121 0.0245
H -4.687847 1.493286 1.487533 -0.0249 0.0128 -0.0203
H -0.706420 3.245467 2.520824 -0.0075 0.0060 0.0035
H -0.574280 4.540274 4.632488 -0.0104 -0.0072 -0.0062
H -2.653437 5.388358 5.685744 0.0065 -0.0070 -0.0169
H -4.842243 4.925710 4.641733 0.0108 -0.0056 -0.0085
H -4.965854 3.609858 2.562959 0.0251 0.0050 0.0165
Se 1.117911 1.841610 -1.288087 -0.1078 -0.1697 0.1523
```
Forces are in eV/Å.

Output
Spin multiplicity   2
HOMO energy (spin up / spin down)   -6.239 / -6.656 eV
Expectation value of S²   0.7590

=====

The following is a DFT calculation (the ωB97M-V functional and the def2-TZVPD basis) of a 2-piece molecular cluster, C4H7N3O overall at a distorted geometry.

XYZ file:
```
15
Properties=species:S:1:pos:R:3:forces:R:3
C -0.376066 -0.105811 -0.327634 1.6317 2.4510 4.2408
C 1.227052 -0.607751 1.366999 -4.2614 5.4643 -1.7378
C 0.675389 0.659394 1.666648 5.3284 -2.9696 5.2734
C -0.280722 0.992901 0.725346 -4.6939 4.3692 -0.4031
H -0.080241 -1.030706 -2.960185 -3.0953 -0.9378 3.4504
H -1.840034 -1.723077 -2.487143 3.9864 1.9882 1.5990
H 1.088621 -1.984098 -0.658402 -2.8091 4.2089 3.1308
H 2.008314 -1.133062 1.812937 0.7428 -1.1351 0.4143
H 0.854377 1.294356 2.712427 -0.3856 -1.8181 -3.2647
H -1.280686 1.080618 1.439398 1.6897 -0.0847 -2.3412
H -0.646186 2.587447 -0.345351 -1.4421 0.6346 -1.2705
N -0.816077 -1.299960 -1.983326 -0.9717 -2.6843 -6.6563
N -1.098953 -0.125245 -1.317920 -2.2217 0.9677 -2.3775
N 0.484424 -0.967854 0.165237 6.0916 -7.8392 -1.6233
O 0.080791 2.362850 0.190970 0.4103 -2.6149 1.5656
```
Forces are in eV/Å.

Output
HOMO energy   -8.020 eV